C4H3F2O2 | wB97M-V/def2-TZVPD

Computed properties:
**Maximum force**: 6.9 eV/A
**Frontier orbital gap**: 8.400 eV
**Net charge**: -1
**LUMO level**: 4.031 eV
**SMILES**: C=CC(F)(F)C(=O)[O-]
**Molecular weight**: 121.1 g/mol

Each line ends with the Löwdin charge.
CARTESIAN COORDINATES (ANGSTROEM)
F (-1.61, 0.80, 0.28)  0.0360
F (-0.56, 0.07, 2.12)  0.0441
O (1.85, 1.35, 1.12)  -0.0407
O (0.28, 2.50, -0.07)  -0.0924
C (0.15, -0.95, -0.20)  -0.0441
C (-0.31, -1.23, -1.36)  -0.0523
C (0.73, 1.48, 0.59)  -0.6831
C (-0.38, 0.49, 0.82)  -0.3401
H (0.11, -2.23, -1.60)  0.0529
H (0.84, -1.56, 0.25)  0.0504
H (-1.10, -0.73, -1.95)  0.0693

C4H3F3 | wB97M-V/def2-TZVPD

Computed properties:
**Maximum force**: 9.8 eV/A
**Frontier orbital gap**: 9.741 eV
**LUMO level**: 0.263 eV
**SMILES**: CC1=C(F)C1(F)F
**Molecular weight**: 108.1 g/mol

Each line ends with the Löwdin charge.
CARTESIAN COORDINATES (ANGSTROEM)
F (2.15, 1.31, -1.12)  0.1594
F (-0.89, 0.45, -2.05)  0.0561
F (-1.28, 1.99, -0.56)  0.0613
C (-0.46, 0.92, -0.84)  -0.5075
C (-0.06, -1.16, 1.10)  -0.0607
C (1.01, 0.97, -0.67)  -0.0101
C (0.05, -0.13, 0.07)  0.0501
H (0.78, -1.33, 1.79)  0.0962
H (-0.81, -1.00, 1.77)  0.0412
H (-0.48, -2.02, 0.51)  0.1143

C4H3F3O | wB97M-V/def2-TZVPD

Computed properties:
**Maximum force**: 3.5 eV/A
**Frontier orbital gap**: 11.777 eV
**LUMO level**: 0.449 eV
**SMILES**: F[C@@H]1C=CC(F)(F)O1
**Molecular weight**: 124.1 g/mol

Each line ends with the Löwdin charge.
CARTESIAN COORDINATES (ANGSTROEM)
F (-1.45, 1.59, 0.72)  0.0808
F (-1.11, -0.15, 2.09)  0.1041
F (-0.11, -1.89, -1.39)  0.0249
O (-1.21, -0.34, -0.25)  0.0902
C (1.09, -0.04, -0.43)  0.0384
C (-0.16, -0.53, -1.11)  -0.3623
C (-0.78, 0.37, 0.85)  -0.5234
C (0.75, 0.41, 0.80)  0.0744
H (-0.42, 0.01, -2.19)  0.2122
H (1.31, 0.81, 1.68)  0.1444
H (2.10, -0.25, -0.77)  0.1164